1.
{
  "formula": "C16H31BBr2I2N2OP",
  "method": "wB97M-V/def2-TZVPD",
  "homo_energy_ev": -11.944,
  "orbital_gap_ev": 9.24,
  "lumo_energy_ev": -2.71,
  "charge": 1,
  "symbols": ["C", "C", "C", "N", "C", "B", "C", "O", "C", "I", "N", "C", "I", "C", "C", "C", "P", "C", "C", "C", "C", "H", "H", "H", "H", "H", "H", "H", "H", "H", "H", "H", "H", "H", "H", "H", "H", "H", "H", "H", "H", "H", "H", "H", "H", "H", "H", "H", "Br", "C", "C", "Br", "H", "H", "H", "H"],
  "xyz": [[-1.57, -1.61, -4.54], [-0.73, -2.02, -3.33], [-0.90, -1.07, -2.14], [0.33, -0.37, -1.74], [1.14, 0.37, -2.57], [0.98, 0.69, -4.12], [0.30, 1.99, -4.64], [1.50, -0.27, -4.94], [2.16, 0.80, -1.79], [3.73, 1.91, -2.54], [1.95, 0.34, -0.51], [2.80, 0.54, 0.66], [4.64, -0.55, 0.42], [3.01, 2.00, 1.03], [1.72, 2.63, 1.53], [0.81, -0.38, -0.49], [0.18, -1.16, 1.05], [0.14, -2.93, 0.58], [1.44, -3.40, -0.08], [-1.59, -0.65, 1.16], [-1.77, 0.46, 2.21], [-2.62, -1.49, -4.26], [-1.51, -2.35, -5.33], [-1.23, -0.66, -4.95], [-1.03, -3.03, -3.03], [0.32, -2.06, -3.62], [-1.21, -1.63, -1.26], [-1.69, -0.33, -2.33], [1.02, 2.67, -5.10], [-0.21, 2.53, -3.83], [-0.45, 1.73, -5.40], [1.56, 0.01, -5.86], [2.31, 0.04, 1.48], [3.76, 2.01, 1.82], [3.42, 2.58, 0.21], [0.91, 2.58, 0.79], [1.38, 2.18, 2.47], [1.89, 3.68, 1.73], [0.02, -3.45, 1.54], [-0.72, -3.18, -0.04], [1.30, -4.41, -0.49], [2.25, -3.47, 0.64], [1.75, -2.76, -0.90], [-2.10, -1.56, 1.49], [-2.02, -0.36, 0.20], [-1.09, 0.30, 3.04], [-1.57, 1.44, 1.78], [-2.79, 0.43, 2.61], [-4.27, 0.11, 5.41], [-3.36, 1.14, 6.79], [-2.19, 1.92, 6.25], [-0.67, 0.77, 5.87], [-3.06, 0.43, 7.56], [-4.11, 1.81, 7.20], [-1.84, 2.63, 6.99], [-2.43, 2.43, 5.33]]
}



2.
{
  "formula": "C16H31BF4N2O",
  "method": "wB97M-V/def2-TZVPD",
  "homo_energy_ev": -8.703,
  "orbital_gap_ev": 7.61,
  "lumo_energy_ev": -1.09,
  "charge": 0,
  "symbols": ["C", "O", "C", "C", "C", "C", "C", "C", "C", "C", "C", "C", "C", "C", "C", "N", "C", "C", "N", "H", "H", "H", "H", "H", "H", "H", "H", "H", "H", "H", "H", "H", "H", "H", "H", "H", "H", "H", "H", "H", "H", "H", "H", "H", "H", "H", "H", "H", "H", "H", "B", "F", "F", "F", "F"],
  "xyz": [[3.30, -1.51, 1.84], [2.46, -1.37, 0.72], [3.04, -1.95, -0.47], [3.18, -0.86, -1.52], [1.80, -0.51, -2.08], [1.08, 0.65, -1.40], [1.88, 1.94, -1.13], [2.05, 2.24, 0.39], [1.26, 3.44, 0.93], [-0.15, 3.06, 1.40], [-0.94, 2.28, 0.35], [-2.44, 2.51, 0.34], [-3.15, 1.88, 1.53], [-3.02, 0.35, 1.53], [-4.06, -0.36, 0.74], [-3.94, -1.62, 0.32], [-5.07, -1.98, -0.40], [-5.89, -0.89, -0.41], [-5.23, 0.11, 0.31], [3.48, -2.56, 2.07], [4.25, -0.99, 1.66], [2.82, -1.06, 2.71], [4.01, -2.36, -0.21], [2.37, -2.73, -0.82], [3.69, -0.03, -1.03], [3.80, -1.27, -2.32], [1.84, -0.40, -3.16], [1.18, -1.39, -1.90], [0.62, 0.26, -0.50], [0.25, 0.93, -2.06], [2.86, 1.89, -1.59], [1.37, 2.80, -1.55], [1.86, 1.35, 0.99], [3.11, 2.47, 0.53], [1.79, 3.84, 1.79], [1.24, 4.24, 0.19], [-0.06, 2.52, 2.34], [-0.69, 3.98, 1.64], [-0.56, 2.58, -0.62], [-0.70, 1.23, 0.44], [-2.64, 3.58, 0.35], [-2.83, 2.11, -0.59], [-4.20, 2.17, 1.50], [-2.78, 2.28, 2.47], [-2.99, -0.06, 2.53], [-2.07, 0.09, 1.06], [-3.17, -2.24, 0.51], [-5.24, -2.92, -0.86], [-6.84, -0.78, -0.88], [-5.61, 1.02, 0.47], [2.75, -5.61, -1.63], [1.56, -4.82, -1.71], [3.83, -4.83, -2.09], [2.97, -5.97, -0.29], [2.61, -6.75, -2.43]]
}



3.
{
  "formula": "C16H31Br4FN6O12",
  "method": "wB97M-V/def2-TZVPD",
  "homo_energy_ev": [-11.671, -11.671],
  "orbital_gap_ev": [7.50, 3.21],
  "spin_multiplicity": 2,
  "lumo_energy_ev": [-4.17, -8.46],
  "charge": 1,
  "symbols": ["C", "N", "O", "O", "H", "H", "H", "C", "N", "O", "O", "H", "H", "H", "C", "N", "O", "O", "H", "H", "H", "C", "N", "O", "O", "H", "H", "H", "C", "N", "O", "O", "H", "H", "H", "C", "N", "O", "O", "H", "H", "H", "Br", "C", "C", "Br", "H", "H", "H", "H", "Br", "C", "C", "Br", "H", "H", "H", "H", "F", "C", "C", "C", "C", "C", "C", "H", "H", "H", "H", "H"],
  "xyz": [[-2.04, -5.90, 1.97], [-1.64, -4.46, 2.28], [-2.42, -3.83, 2.91], [-0.57, -4.08, 1.81], [-2.30, -5.87, 0.92], [-2.83, -6.30, 2.61], [-1.23, -6.61, 2.15], [1.24, 3.89, 1.56], [0.15, 4.28, 2.47], [-0.95, 3.64, 2.38], [0.52, 5.09, 3.28], [1.97, 3.29, 2.10], [1.75, 4.82, 1.34], [0.91, 3.40, 0.65], [-3.82, 2.74, 1.59], [-4.50, 2.28, 0.35], [-4.09, 1.19, -0.13], [-5.49, 2.92, -0.08], [-4.49, 2.64, 2.44], [-3.53, 3.78, 1.44], [-2.89, 2.17, 1.54], [-1.26, -0.76, 0.35], [-0.83, 0.15, -0.76], [-1.09, -0.26, -1.86], [-0.48, 1.26, -0.53], [-1.13, -1.78, 0.01], [-2.34, -0.66, 0.49], [-0.71, -0.57, 1.28], [-0.91, -0.50, -5.38], [-0.15, -1.51, -6.14], [1.00, -1.72, -5.76], [-0.62, -2.11, -7.08], [-1.82, -0.28, -5.94], [-0.22, 0.34, -5.29], [-1.12, -1.07, -4.47], [2.68, -1.32, 3.20], [2.77, -0.48, 1.97], [3.61, 0.40, 1.89], [1.94, -0.64, 1.09], [1.78, -1.06, 3.76], [3.55, -1.01, 3.78], [2.75, -2.38, 2.96], [-0.59, 3.26, 6.56], [-1.48, 1.62, 5.80], [-0.45, 0.91, 4.93], [-1.29, -0.60, 3.86], [-2.29, 1.98, 5.16], [-1.97, 1.02, 6.57], [0.43, 0.49, 5.44], [0.03, 1.51, 4.16], [0.21, -5.57, -6.02], [-0.77, -4.87, -4.44], [0.16, -4.47, -3.29], [-1.06, -4.02, -1.79], [-1.46, -5.65, -4.14], [-1.43, -4.08, -4.81], [0.79, -3.63, -3.58], [0.79, -5.31, -3.02], [4.86, 2.62, 0.12], [4.06, 2.76, -0.96], [2.89, 1.98, -1.02], [2.23, 1.97, -2.23], [2.49, 2.90, -3.20], [3.55, 3.82, -3.05], [4.37, 3.74, -1.92], [2.64, 1.27, -0.25], [1.38, 1.33, -2.39], [1.79, 2.93, -4.02], [3.73, 4.59, -3.79], [5.22, 4.38, -1.79]]
}



Number 1: electronic energy -6922.4892 Ha. Number 2: electronic energy -1237.4629 Ha. Number 3: electronic energy -12254.6588 Ha.